Arrangement i

The following is a quantum chemistry calculation of 2 unconnected molecules or ions with the total composition C3H4S2, from the OMol25 dataset.

```
! wB97M-V def2-TZVPD RIJCOSX def2/J DEFGRID3
* xyz 0 1
C 1.670 0.299 0.839
C 0.576 0.916 0.636
C -0.789 -0.514 -0.817
S -0.294 -1.413 -2.031
S -2.439 -0.167 -0.205
H 2.458 0.670 1.519
H 1.842 -0.508 0.134
H -0.076 1.617 1.002
H -2.948 -0.901 -1.076
*
```

The LUMO energy (alpha / beta) comes out at -0.00592 / -0.00922 Eh. The HOMO-LUMO gap (alpha / beta) comes out at 0.2864 / 0.2842 Ha.

=====

Arrangement ii

The following is a quantum chemistry calculation of C3H4S2 in the gas phase, from the OMol25 dataset.

```
! wB97M-V def2-TZVPD RIJCOSX def2/J DEFGRID3
* xyz 0 1
C 0.030 0.760 0.231
C -0.746 -0.265 -0.113
C -1.690 -1.166 -0.401
S 1.944 0.875 -0.176
S 2.774 -0.814 0.245
H -0.389 1.761 0.399
H -2.043 -1.503 -1.388
H -2.139 -1.729 0.432
H 2.259 2.082 0.770
*
```

The LUMO energy comes out at -0.00422 Eh. The HOMO-LUMO gap comes out at 0.3017 Ha.

=====

Arrangement iii

The following is a quantum chemistry calculation of a molecular structure, C3H4S2, from the OMol25 dataset.

```
! wB97M-V def2-TZVPD RIJCOSX def2/J DEFGRID3
* xyz 0 1
C 0.095 -1.163 0.111
C 0.532 0.213 -0.228
C -0.631 1.283 -0.326
H -0.484 -2.041 -0.532
H 1.043 -1.473 0.429
H -0.118 -0.929 1.638
H -0.387 2.516 0.203
S 2.055 0.653 -0.187
S -2.105 0.940 -1.107
*
```

The LUMO energy comes out at -0.06081 Eh. The HOMO-LUMO gap comes out at 0.2698 Ha.

=====

Structures ranked by computed energy, the most stable listed first: arrangement ii, arrangement i, arrangement iii.

=====

Arrangement i

The following is a quantum chemistry calculation of C3H4S2 in the gas phase, from the OMol25 dataset.

```
! wB97M-V def2-TZVPD RIJCOSX def2/J DEFGRID3
* xyz 0 1
C 1.069 -0.413 -0.020
C -1.767 -0.544 0.121
C 1.211 0.861 -0.256
S -0.397 -1.528 -0.356
S -1.774 0.991 0.673
H 2.080 1.154 0.250
H 0.493 1.459 -0.853
H 1.710 -0.963 0.501
H -2.627 -1.017 -0.059
*
```

The LUMO energy comes out at -0.00999 Eh. The HOMO-LUMO gap comes out at 0.3064 Ha. As for the SMILES: C=CSC=S.

=====

Arrangement ii

The following is a quantum chemistry calculation of a molecular structure, C3H4S2, from the OMol25 dataset.

```
! wB97M-V def2-TZVPD RIJCOSX def2/J DEFGRID3
* xyz 0 1
C 0.355 -0.165 0.400
C 0.069 1.134 0.104
C -1.015 -0.845 0.157
H 0.086 1.759 0.818
H 0.771 1.159 -0.852
H -1.672 -0.945 1.161
H -0.821 -1.727 -0.521
S 1.914 -0.796 0.262
S -1.590 0.734 -0.548
*
```

The LUMO energy comes out at -0.02439 Eh. The HOMO-LUMO gap comes out at 0.3040 Ha.

=====

Arrangement iii

The following is a quantum chemistry calculation of C3H4S2 in the gas phase, from the OMol25 dataset.

```
! wB97M-V def2-TZVPD RIJCOSX def2/J DEFGRID3
* xyz 0 1
C 1.255 -0.505 0.229
C -1.001 0.225 -0.130
C 0.430 0.508 -0.081
S 2.924 -0.480 0.043
S -1.975 -1.257 0.036
H 0.795 -1.384 0.494
H -1.553 0.592 0.833
H -1.451 0.833 -0.923
H 0.577 1.468 -0.502
*
```

The LUMO energy (alpha / beta) comes out at -0.12498 / -0.12492 Eh. The HOMO-LUMO gap (alpha / beta) comes out at 0.1786 / 0.1785 Ha.

=====

Arrangement iv

The following is a quantum chemistry calculation of C3H4S2 in the gas phase, from the OMol25 dataset.

```
! wB97M-V def2-TZVPD RIJCOSX def2/J DEFGRID3
* xyz 0 1
C -1.603 -0.211 0.405
C 0.886 -0.009 -0.042
C -0.469 -0.420 -0.457
S -3.202 -0.322 -0.056
S 0.644 -1.784 0.023
H -1.489 0.054 1.370
H 1.482 0.454 -0.734
H 0.911 0.569 0.864
H -0.808 -0.284 -1.571
*
```

The LUMO energy comes out at -0.02713 Eh. The HOMO-LUMO gap comes out at 0.3008 Ha. As for the SMILES: S=C[C@H]1CS1.

=====

Structures ranked by computed energy, the most stable listed first: arrangement iv, arrangement i, arrangement ii, arrangement iii.

=====

Arrangement i

The following is a quantum chemistry calculation of 3 unconnected molecules or ions with the total composition C3H10O3, from the OMol25 dataset.

```
! wB97M-V def2-TZVPD RIJCOSX def2/J DEFGRID3
* xyz 1 2
C 2.053 -0.603 0.790
C 0.755 -0.721 1.187
O 0.258 -0.028 2.220
C -0.252 -1.666 0.544
H 2.597 -1.432 0.336
H 2.652 0.311 0.871
H 1.025 0.365 2.681
H 0.107 -1.988 -0.432
H -0.305 -2.465 1.277
H -1.234 -1.236 0.375
H -1.238 2.396 -0.470
H -1.527 0.953 -0.177
O -1.789 1.664 -0.771
H -1.266 0.355 -3.408
H -0.614 1.464 -2.588
O -0.413 0.741 -3.193
*
```

The LUMO energy (alpha / beta) comes out at -0.19108 / -0.31382 Eh. The HOMO-LUMO gap (alpha / beta) comes out at 0.3206 / 0.1978 Ha. As for the expectation value of S²: 0.755.

=====

Arrangement ii

The following is a quantum chemistry calculation of 4 unconnected molecules or ions with the total composition C3H10O3, from the OMol25 dataset.

```
! wB97M-V def2-TZVPD RIJCOSX def2/J DEFGRID3
* xyz 1 2
C -3.993 -1.086 2.939
C -3.078 -0.359 2.309
O 1.217 0.561 -0.786
C -2.328 -0.590 0.954
H -2.522 0.561 2.631
H -3.881 -1.982 3.480
H 1.893 1.165 -1.168
H -1.476 -1.235 1.102
H -3.049 -0.981 0.259
H -2.103 0.400 0.594
H 1.776 -0.162 -1.030
H 3.604 0.517 -2.150
O 3.135 1.892 -1.930
H 3.576 2.708 -1.732
H 3.630 -0.858 -3.192
O 3.598 -0.552 -2.279
*
```

The LUMO energy (alpha / beta) comes out at -0.28571 / -0.29990 Eh. The HOMO-LUMO gap (alpha / beta) comes out at 0.1398 / 0.1245 Ha. As for the expectation value of S²: 0.757.

=====

Structures ranked by computed energy, the most stable listed first: arrangement i, arrangement ii.